(1)
Formula: C32H45Br42O2S
Source: OMol25
Level of theory: ωB97M-V with the def2-TZVPD basis set

Computed properties:
**Frontier orbital gap**: 0.232 hartree
**HOMO**: -10.38 eV
**Energy relative to the best compared isomer or geometry (same formula, charge and spin)**: 9.6234 eV
**Total charge**: +1

Each line ends with the Mulliken charge.
Positions of all 122 atoms, in Å:
C: -5.152 -2.024 -1.589  -1.030
C: -4.231 -0.862 -2.314  1.855
C: -5.121 -0.399 -3.622  -1.236
C: -4.113 0.340 -1.239  -0.270
C: -2.841 -1.585 -2.699  -1.286
C: -1.604 -0.597 -3.012  1.702
C: -1.990 0.767 -3.795  -1.130
C: -0.610 -1.427 -4.037  -1.104
C: -0.669 -0.273 -1.711  0.112
C: -1.085 -0.537 -0.209  -0.207
C: -0.035 -0.180 0.941  -0.784
C: 1.432 0.402 0.630  -0.591
O: 2.395 0.708 1.692  -0.094
C: 3.156 -0.531 2.008  0.063
C: 2.619 -1.214 3.407  0.539
O: 1.525 -2.165 3.223  -0.402
C: 2.055 -3.435 2.733  -0.058
C: 0.814 -4.318 2.095  -0.153
S: 1.348 -5.199 0.525  -0.052
C: 1.853 0.673 -0.876  0.002
C: 0.790 0.327 -2.030  -0.407
H: -4.711 -2.288 -0.536  0.269
H: -6.256 -1.708 -1.476  0.056
H: -5.154 -3.003 -2.233  0.281
H: -4.804 -0.966 -4.587  0.235
H: -5.110 0.762 -3.764  0.315
H: -6.226 -0.728 -3.419  0.295
H: -3.121 0.923 -1.259  0.125
H: -4.953 1.114 -1.501  -0.596
H: -4.375 -0.034 -0.165  0.088
H: -2.523 -2.278 -1.809  0.051
H: -2.979 -2.301 -3.604  0.375
H: -2.224 1.653 -3.066  0.181
H: -2.789 0.644 -4.620  0.282
H: -1.017 1.104 -4.354  0.344
H: 0.018 -2.127 -3.339  0.219
H: -1.189 -2.020 -4.836  0.389
H: 0.173 -0.732 -4.545  0.203
H: -2.118 -0.966 0.067  0.340
H: -0.282 -0.318 2.065  0.360
H: 4.301 -0.314 2.111  0.153
H: 3.059 -1.272 1.128  0.125
H: 3.503 -1.652 4.019  0.342
H: 2.197 -0.337 4.049  -0.726
H: 2.878 -3.310 1.932  0.015
H: 2.494 -4.094 3.573  0.286
H: 0.416 -5.095 2.851  0.217
H: -0.048 -3.579 1.815  0.189
H: 0.655 -4.698 -0.595  0.270
H: 0.901 -6.521 0.683  0.262
H: 2.900 1.084 -1.138  0.587
H: 1.156 0.513 -3.113  -0.187
C: -8.023 -1.943 1.572  -0.317
Br: -7.026 -3.566 1.199  -0.024
Br: -6.936 -0.629 2.502  -0.052
Br: -8.833 -1.205 -0.029  -0.065
H: -8.839 -2.216 2.244  0.412
C: 4.318 3.605 1.911  0.837
Br: 5.212 3.359 3.615  0.024
Br: 3.298 5.257 1.861  0.027
Br: 5.556 3.476 0.419  -0.053
H: 3.605 2.786 1.804  -0.791
C: 0.705 8.173 1.044  -0.286
Br: -0.166 6.588 0.340  0.040
Br: 0.183 9.773 0.076  -0.040
Br: 0.425 8.362 2.956  -0.003
H: 1.777 8.043 0.890  0.257
C: 3.817 1.055 -5.669  -0.466
Br: 3.059 0.634 -3.930  0.151
Br: 2.585 2.083 -6.761  -0.037
Br: 5.544 1.926 -5.510  0.050
H: 3.983 0.107 -6.182  0.440
C: 6.448 -1.437 -0.120  -0.400
Br: 5.103 -0.981 -1.446  0.153
Br: 5.830 -2.826 1.090  -0.029
Br: 8.143 -1.901 -0.943  -0.027
H: 6.619 -0.542 0.481  0.382
C: 9.990 2.899 -5.382  -0.338
Br: 8.417 4.025 -5.220  -0.039
Br: 9.839 1.289 -4.307  -0.001
Br: 10.400 2.495 -7.235  -0.006
H: 10.832 3.469 -4.985  0.359
C: 2.508 2.206 6.732  -0.271
Br: 4.433 2.011 6.893  -0.035
Br: 1.876 1.699 4.967  -0.050
Br: 1.567 1.254 8.138  -0.040
H: 2.284 3.266 6.859  0.281
C: -4.600 6.131 0.669  0.043
Br: -4.283 4.361 -0.061  0.132
Br: -3.635 6.386 2.333  -0.002
Br: -4.208 7.527 -0.621  -0.005
H: -5.663 6.200 0.900  -0.179
C: 4.003 4.116 -9.983  -0.235
Br: 4.473 2.569 -11.058  -0.007
Br: 5.324 4.465 -8.605  0.034
Br: 3.671 5.683 -11.079  -0.021
H: 3.067 3.878 -9.475  0.210
C: -8.714 3.677 -0.273  -0.402
Br: -8.088 5.421 0.304  0.015
Br: -10.365 3.804 -1.285  -0.015
Br: -7.346 2.698 -1.245  0.085
H: -8.935 3.104 0.628  0.381
C: 5.277 5.594 9.154  -0.333
Br: 3.934 6.163 7.872  -0.008
Br: 4.599 4.223 10.350  -0.004
Br: 6.921 5.042 8.279  -0.008
H: 5.519 6.462 9.768  0.346
C: -4.787 -4.862 4.766  -0.351
Br: -5.868 -3.250 4.795  0.015
Br: -3.597 -4.903 3.230  0.044
Br: -3.824 -5.118 6.432  -0.041
H: -5.472 -5.704 4.661  0.366
C: -1.785 -8.865 6.647  -0.305
Br: -3.602 -9.198 6.050  -0.002
Br: -0.752 -10.504 6.767  -0.029
Br: -0.897 -7.531 5.549  -0.028
H: -1.850 -8.454 7.656  0.361
C: -0.578 -7.565 -2.643  -0.494
Br: 0.379 -9.122 -3.297  0.012
Br: 0.411 -6.654 -1.231  0.120
Br: -1.064 -6.371 -4.085  0.031
H: -1.507 -7.925 -2.198  0.422

(2)
Formula: C32H45F24NO10Si
Source: OMol25
Level of theory: ωB97M-V with the def2-TZVPD basis set

Computed properties:
**Frontier orbital gap**: 0.334 hartree
**HOMO**: -8.55 eV
**Energy relative to the best compared isomer or geometry (same formula, charge and spin)**: 3.5271 eV
**SMILES string**: CC(C)C[Si@@H](CCN)CCC(F)(F)C(F)(F)C(F)(F)C(F)(F)F.CCOC(=O)C(F)(F)F.CCOC(=O)C(F)(F)F.CCOC(=O)C(F)(F)F.CCOC(=O)C(F)(F)F.CCOC(=O)C(F)(F)F

Each line ends with the Mulliken charge.
Positions of all 113 atoms, in Å:
C: -0.758 -1.873 2.794  -1.523
C: -0.501 -0.778 1.620  1.035
C: -1.038 -1.448 0.270  -0.571
C: 1.061 -0.456 1.631  -0.949
Si: 1.713 0.553 0.139  -0.024
C: 0.382 1.700 -0.697  1.099
C: 0.171 1.245 -2.250  -0.434
N: -1.192 0.701 -2.556  -0.644
C: 3.235 1.550 0.763  -0.573
C: 4.651 0.945 0.345  -0.977
C: 5.218 -0.159 1.343  0.888
F: 4.997 0.345 2.665  -0.343
F: 4.427 -1.327 1.245  -0.290
C: 6.797 -0.435 1.186  0.492
F: 7.362 0.254 0.079  -0.280
F: 7.400 0.179 2.324  -0.314
C: 7.215 -1.969 1.255  0.497
F: 6.690 -2.597 2.414  -0.265
F: 8.623 -2.000 1.414  -0.292
C: 6.782 -2.863 0.007  0.843
F: 5.679 -3.701 0.269  -0.256
F: 7.858 -3.760 -0.241  -0.333
F: 6.585 -2.168 -1.179  -0.242
H: -0.237 -2.846 2.486  0.354
H: -0.221 -1.518 3.737  0.363
H: -1.882 -2.033 2.971  0.376
H: -1.062 0.157 1.936  0.012
H: -1.695 -2.349 0.559  0.432
H: -0.229 -1.859 -0.412  0.174
H: -1.747 -0.726 -0.251  -0.200
H: 1.636 -1.436 1.707  0.224
H: 1.288 0.121 2.602  0.398
H: 2.213 -0.321 -0.949  -0.286
H: 0.712 2.796 -0.732  0.354
H: -0.645 1.613 -0.217  -0.962
H: 0.966 0.475 -2.558  -0.004
H: 0.318 2.138 -2.955  0.253
H: -1.232 -0.316 -2.421  0.331
H: -1.924 1.176 -1.989  0.256
H: 3.154 2.590 0.272  0.329
H: 3.093 1.723 1.876  0.469
H: 5.402 1.817 0.386  0.432
H: 4.664 0.609 -0.754  0.259
C: 6.721 -5.977 -1.526  -0.829
C: 7.082 -7.354 -2.046  -0.479
O: 5.899 -8.135 -2.287  -0.328
C: 5.265 -7.891 -3.446  0.383
O: 5.622 -7.078 -4.257  -0.493
C: 4.062 -8.817 -3.600  0.858
F: 3.325 -8.895 -2.476  -0.252
F: 4.438 -10.076 -3.900  -0.254
F: 3.228 -8.423 -4.576  -0.240
H: 6.084 -6.055 -0.642  0.320
H: 7.614 -5.417 -1.270  0.431
H: 6.160 -5.410 -2.274  0.200
H: 7.662 -7.890 -1.292  0.378
H: 7.699 -7.296 -2.946  0.326
C: 5.366 -4.263 -6.348  -1.091
C: 4.078 -4.040 -5.581  -0.103
O: 3.934 -2.655 -5.224  -0.256
C: 3.466 -1.842 -6.189  0.282
O: 3.176 -2.202 -7.298  -0.513
C: 3.317 -0.419 -5.659  0.902
F: 4.393 -0.017 -4.953  -0.251
F: 2.254 -0.301 -4.838  -0.233
F: 3.146 0.483 -6.639  -0.259
H: 6.221 -3.885 -5.782  0.270
H: 5.516 -5.325 -6.550  0.318
H: 5.355 -3.729 -7.301  0.402
H: 4.107 -4.604 -4.647  0.190
H: 3.207 -4.389 -6.141  0.314
C: 0.178 8.952 0.027  -1.118
C: 0.969 7.712 -0.339  -0.202
O: 0.963 6.766 0.742  -0.311
C: -0.138 5.998 0.845  0.341
O: -1.083 6.065 0.107  -0.515
C: 0.009 5.010 1.998  0.949
F: 0.487 5.588 3.117  -0.267
F: 0.860 4.009 1.693  -0.228
F: -1.153 4.433 2.339  -0.253
H: 0.550 9.382 0.961  0.306
H: 0.250 9.702 -0.762  0.373
H: -0.877 8.715 0.184  0.316
H: 2.013 7.981 -0.513  0.325
H: 0.597 7.252 -1.258  0.313
C: -7.700 2.417 1.971  -1.091
C: -6.583 3.430 1.824  -0.238
O: -5.306 2.775 1.751  -0.283
C: -4.970 2.275 0.548  -0.131
O: -5.661 2.342 -0.432  -0.528
C: -3.577 1.655 0.601  1.340
F: -3.400 0.877 1.686  -0.290
F: -2.613 2.593 0.646  -0.213
F: -3.312 0.881 -0.471  -0.360
H: -7.516 1.766 2.825  0.322
H: -8.656 2.917 2.106  0.313
H: -7.768 1.775 1.090  0.391
H: -6.553 4.074 2.707  0.326
H: -6.735 4.079 0.958  0.324
C: -14.045 1.784 5.307  -1.096
C: -12.888 0.814 5.177  -0.220
O: -11.728 1.473 4.643  -0.301
C: -10.997 2.182 5.524  0.179
O: -11.259 2.290 6.691  -0.511
C: -9.775 2.784 4.837  1.135
F: -10.080 3.357 3.656  -0.289
F: -8.833 1.847 4.583  -0.277
F: -9.179 3.734 5.574  -0.255
H: -14.245 2.273 4.351  0.304
H: -14.947 1.266 5.637  0.371
H: -13.818 2.574 6.027  0.316
H: -13.150 0.023 4.471  0.308
H: -12.655 0.332 6.130  0.320